# 1
The following is a quantum chemistry calculation of a molecular structure, C50H60N3OPPt, from OMol25.

Geometry as ORCA input:
```
! RIJCOSX wB97M-V def2-TZVPD def2/J DEFGRID3
* xyz 0 3
Pt 0.708 -0.207 0.182
C 1.690 4.379 -3.291
C 0.462 3.501 -3.028
C -0.792 4.154 -3.614
C 0.702 2.087 -3.555
C 1.016 1.977 -4.907
C 1.489 0.800 -5.452
C 1.742 -0.263 -4.600
C 1.426 -0.216 -3.248
C 1.941 -1.360 -2.390
C 1.819 -2.744 -3.027
C 3.403 -1.086 -2.017
C 0.772 0.931 -2.739
N 0.240 0.952 -1.433
C -0.839 1.704 -1.188
C -1.164 2.020 0.129
N -0.470 1.504 1.131
C -0.366 2.219 2.346
C 0.501 3.335 2.344
C 0.719 4.029 3.527
C 0.118 3.629 4.711
C -0.759 2.559 4.687
C -1.046 1.854 3.517
C -2.153 0.805 3.619
C -3.140 0.799 2.451
C -1.616 -0.600 3.888
C 1.197 3.795 1.069
C 2.612 4.337 1.296
C 0.363 4.861 0.351
H 1.555 5.361 -2.830
H 1.856 4.535 -4.359
H 2.590 3.927 -2.874
H 0.353 3.462 -1.946
H -0.671 4.325 -4.686
H -0.979 5.122 -3.143
H -1.680 3.534 -3.483
H 0.923 2.854 -5.538
H 1.722 0.732 -6.507
H 2.210 -1.156 -4.995
H 1.400 -1.368 -1.429
H 2.629 -2.913 -3.741
H 0.879 -2.886 -3.563
H 1.896 -3.517 -2.261
H 4.015 -1.030 -2.921
H 3.797 -1.887 -1.386
H 3.499 -0.142 -1.478
H -1.431 2.098 -2.004
H -1.948 2.754 0.315
H 1.387 4.881 3.527
H 0.310 4.161 5.633
H -1.283 2.278 5.595
H -2.721 1.104 4.504
H -3.594 1.784 2.320
H -3.937 0.077 2.644
H -2.651 0.520 1.520
H -1.037 -0.951 3.032
H -2.440 -1.299 4.045
H -0.985 -0.608 4.780
H 1.283 2.930 0.405
H 2.595 5.343 1.723
H 3.138 4.401 0.342
H 3.191 3.700 1.960
H 0.236 5.735 0.994
H -0.629 4.493 0.090
H 0.861 5.184 -0.568
C 4.126 -1.361 1.850
C 3.261 -0.566 2.825
C 3.208 0.903 2.446
C 1.874 -1.181 2.980
C 1.919 -2.536 3.703
O 1.407 -3.488 2.742
C 1.057 -2.785 1.652
N 1.240 -1.523 1.694
C 0.547 -3.612 0.532
C 1.234 -4.807 0.302
C 0.856 -5.650 -0.726
C -0.242 -5.322 -1.511
C -0.944 -4.157 -1.260
C -0.561 -3.273 -0.251
P -1.664 -1.870 0.242
C -2.258 -1.158 -1.328
C -1.560 -1.224 -2.529
C -1.974 -0.497 -3.637
C -3.114 0.290 -3.564
C -3.825 0.361 -2.371
C -3.388 -0.341 -1.258
C -3.089 -2.984 0.690
C -2.924 -3.709 1.873
C -3.910 -4.565 2.335
C -5.098 -4.700 1.627
C -5.278 -3.981 0.456
C -4.280 -3.131 -0.011
H 5.146 -0.975 1.843
H 3.725 -1.270 0.836
H 4.178 -2.424 2.098
H 3.693 -0.629 3.832
H 2.676 1.048 1.500
H 4.220 1.295 2.330
H 2.696 1.489 3.212
H 1.224 -0.478 3.500
H 1.291 -2.575 4.592
H 2.931 -2.842 3.960
H 2.075 -5.061 0.933
H 1.404 -6.566 -0.902
H -0.561 -5.983 -2.306
H -1.831 -3.934 -1.840
H -0.653 -1.810 -2.591
H -1.392 -0.534 -4.549
H -3.442 0.854 -4.428
H -4.709 0.981 -2.300
H -3.932 -0.249 -0.323
H -2.004 -3.608 2.440
H -3.755 -5.120 3.251
H -5.876 -5.362 1.986
H -6.198 -4.082 -0.107
H -4.441 -2.590 -0.938
*
```

Expectation value of S²: 2.0210
Frontier orbital gap (alpha / beta) in eV: 6.46 / 7.10
Total energy in eV: -71877.560
LUMO level (alpha / beta) in Ha: 0.0145 / -0.0005



# 2
The following is a quantum chemistry calculation of a molecular structure, C12H24N4NaOTa at a distorted geometry, from OMol25.

Geometry as ORCA input:
```
! RIJCOSX wB97M-V def2-TZVPD def2/J DEFGRID3
* xyz 2 1
N -1.785 -0.419 1.422
C -2.899 -0.850 1.768
O -3.903 -0.772 2.408
Na -2.236 1.499 2.841
Ta 0.123 -0.011 1.244
N 0.226 1.719 0.436
N 0.859 -1.514 0.312
C -0.387 2.509 -0.631
C 0.204 -2.468 -0.579
C -0.068 3.990 -0.457
C 0.191 2.042 -1.963
C -1.892 2.299 -0.583
C -0.475 -3.508 0.288
C 1.224 -3.120 -1.486
C -0.837 -1.744 -1.421
H -0.372 4.351 0.531
H -0.623 4.543 -1.220
H 0.998 4.194 -0.599
H 1.284 2.158 -1.970
H -0.237 2.655 -2.763
H -0.035 0.988 -2.164
H -2.192 1.242 -0.633
H -2.323 2.819 -1.444
H -2.328 2.744 0.329
H 0.254 -3.971 0.963
H -0.907 -4.277 -0.358
H -1.272 -3.067 0.896
H 1.921 -3.742 -0.924
H 1.779 -2.367 -2.047
H 0.700 -3.760 -2.194
H -1.339 -2.491 -2.047
H -0.351 -1.010 -2.078
H -1.599 -1.242 -0.810
C 1.652 2.026 0.770
H 2.070 1.300 1.502
H 2.309 2.030 -0.113
H 1.697 3.007 1.260
C 2.211 -1.795 0.807
H 2.487 -1.084 1.610
H 2.285 -2.805 1.234
H 2.943 -1.681 -0.003
N 0.284 -0.319 4.512
C 0.360 -0.099 3.350
*
```

Frontier orbital gap in eV: 7.44
Total energy in eV: -26794.360
LUMO level in Ha: -0.3254



# 3
The following is a quantum chemistry calculation of a molecular structure, C27H49F2MnNO2Si2 at a distorted geometry, from OMol25.

Geometry as ORCA input:
```
! RIJCOSX wB97M-V def2-TZVPD def2/J DEFGRID3
* xyz 0 6
O -0.526 -1.738 0.229
O -2.573 -0.512 -3.634
C 0.441 -2.624 -0.415
C 0.863 -3.841 0.379
H 1.329 -2.007 -0.617
H -0.001 -2.909 -1.375
H 1.292 -3.586 1.346
H 1.625 -4.387 -0.183
H 0.047 -4.543 0.551
C -1.614 -2.415 0.924
C -2.612 -3.028 -0.034
H -2.076 -1.646 1.551
H -1.208 -3.171 1.614
H -2.895 -2.351 -0.849
H -3.519 -3.267 0.540
H -2.237 -3.964 -0.466
C -3.682 0.388 -3.832
C -2.514 -1.589 -4.586
C -4.857 0.080 -2.925
H -4.022 0.364 -4.885
H -3.248 1.370 -3.616
H -5.279 -0.901 -3.155
H -5.620 0.844 -3.079
H -4.549 0.099 -1.875
C -3.794 -2.415 -4.681
H -1.659 -2.195 -4.255
H -2.297 -1.168 -5.588
H -4.110 -2.768 -3.691
H -3.588 -3.283 -5.317
H -4.616 -1.854 -5.146
H -0.837 0.244 -2.293
Mn 0.292 -0.030 1.912
C -0.368 1.247 -2.361
Si 0.461 1.691 -3.999
H -1.179 1.989 -2.207
H 0.326 1.376 -1.527
C 1.424 0.274 -4.811
C 1.730 3.073 -3.813
C -0.517 2.460 -5.437
C 2.192 -0.320 1.301
Si 3.471 0.783 2.148
H 2.145 -0.220 0.191
H 2.451 -1.390 1.489
C 4.146 2.071 0.955
C 4.945 -0.325 2.553
C 2.949 1.560 3.783
H 0.187 2.665 -6.261
H -0.964 3.426 -5.172
H -1.316 1.827 -5.836
H 2.290 -0.024 -4.206
H 1.820 0.574 -5.794
H 0.825 -0.632 -4.968
H 2.347 2.974 -2.917
H 1.231 4.046 -3.773
H 2.397 3.084 -4.686
H 5.131 -1.020 1.723
H 4.768 -0.914 3.459
H 5.855 0.267 2.710
H 2.625 0.792 4.498
H 2.134 2.286 3.690
H 3.793 2.085 4.252
H 5.036 2.566 1.367
H 3.415 2.854 0.713
H 4.451 1.594 0.013
F -0.796 5.200 2.601
C -0.611 3.942 3.124
C -0.439 2.867 2.247
C -0.375 1.597 2.802
C -0.402 1.395 4.200
C -0.517 2.550 5.007
F -0.480 2.443 6.387
C -0.615 3.835 4.514
C -0.097 0.051 4.691
C -0.038 -0.328 6.028
C 0.239 -1.651 6.361
C 0.574 -2.555 5.353
C 0.574 -2.144 4.026
N 0.220 -0.863 3.717
H -0.346 3.020 1.180
H -0.686 4.686 5.181
H -0.211 0.419 6.794
H 0.198 -1.971 7.399
H 0.829 -3.590 5.563
H 0.821 -2.817 3.199
*
```

Expectation value of S²: 8.7711
Frontier orbital gap (alpha / beta) in eV: 6.90 / 7.81
Total energy in eV: -86889.084
LUMO level (alpha / beta) in Ha: 0.0012 / -0.0081
Relative energy (zero: lowest compared OMol25 entry of this formula, charge and spin) in eV: 0.000



# 4
The following is a quantum chemistry calculation of 3 unconnected molecules or ions with the total composition C26H38O6 at a distorted geometry, from OMol25.

Geometry as ORCA input:
```
! RIJCOSX wB97M-V def2-TZVPD def2/J DEFGRID3
* xyz 0 1
C 4.049 -1.327 2.773
C 4.266 -0.875 1.329
C 3.651 -1.825 0.291
C 2.767 -1.109 -0.711
C 1.365 -0.915 -0.143
C 0.404 -0.327 -1.170
C 0.361 1.202 -1.181
C -0.191 1.873 0.116
C 0.846 2.884 0.654
C 1.696 2.393 1.816
C 0.962 2.207 3.146
O 0.482 0.911 3.463
C -0.909 0.973 3.736
C -1.491 -0.416 3.681
O -2.790 -0.393 3.117
C -3.741 -1.040 3.938
H 4.899 -1.925 3.081
H 3.983 -0.493 3.452
H 3.165 -1.936 2.887
H 3.788 0.090 1.231
H 5.320 -0.742 1.145
H 4.455 -2.377 -0.175
H 3.037 -2.545 0.818
H 2.645 -1.741 -1.581
H 3.181 -0.158 -1.015
H 1.028 -1.916 0.097
H 1.393 -0.379 0.793
H -0.585 -0.718 -0.976
H 0.749 -0.658 -2.143
H 1.319 1.616 -1.456
H -0.359 1.441 -1.941
H -0.310 1.102 0.859
H -1.128 2.349 -0.106
H 1.514 3.028 -0.186
H 0.422 3.857 0.859
H 2.457 3.138 2.008
H 2.234 1.519 1.492
H 0.171 2.936 3.263
H 1.689 2.441 3.916
H -1.375 1.574 2.965
H -1.113 1.448 4.691
H -1.503 -0.876 4.662
H -0.838 -1.003 3.058
H -4.724 -0.851 3.531
H -3.598 -2.106 4.007
H -3.715 -0.611 4.934
O -4.770 5.285 -5.845
C -3.813 4.871 -5.232
C -3.979 4.006 -4.038
C -2.926 3.554 -3.363
C -1.542 3.894 -3.776
O -0.585 3.480 -3.161
C -1.376 4.760 -4.969
C -2.428 5.212 -5.645
H -4.995 3.768 -3.753
H -3.025 2.922 -2.489
H -0.359 4.997 -5.254
H -2.329 5.843 -6.518
O -0.323 -4.742 -3.832
C -0.473 -4.948 -2.649
C -0.475 -6.328 -2.104
C -0.640 -6.555 -0.806
C -0.828 -5.438 0.152
O -0.975 -5.651 1.336
C -0.828 -4.055 -0.392
C -0.662 -3.830 -1.691
H -0.335 -7.128 -2.820
H -0.644 -7.553 -0.387
H -0.967 -3.250 0.319
H -0.653 -2.832 -2.111
*
```

Frontier orbital gap in eV: 7.95
Total energy in eV: -39859.353
LUMO level in Ha: -0.0577
Relative energy (zero: lowest compared OMol25 entry of this formula, charge and spin) in eV: 5.757
SMILES: CCCCCCCCCCCOCCOC.O=C1C=CC(=O)C=C1.O=C1C=CC(=O)C=C1